No. 1
{"formula": "C4H6NdO7", "method": "wB97M-V/def2-TZVPD", "symbols": ["O", "Nd", "O", "O", "H", "O", "C", "H", "C", "O", "C", "O", "O", "C", "H", "H", "H", "H"], "coordinates": [[6.463, 8.435, 4.942], [4.540, 10.636, 4.204], [8.168, 2.894, 1.857], [9.139, 4.714, 3.360], [11.054, 2.929, 1.898], [6.959, 6.610, 3.710], [8.255, 4.737, 4.458], [7.369, 4.113, 4.267], [9.517, 3.438, 2.910], [5.570, 8.156, 2.953], [6.319, 7.756, 3.888], [10.566, 3.747, 2.038], [9.758, 2.563, 3.776], [7.832, 6.153, 4.750], [7.299, 6.180, 5.708], [8.705, 6.818, 4.808], [8.080, 3.661, 1.285], [8.763, 4.340, 5.351]], "mulliken_charge": [-0.811, 1.640, -0.703, -0.314, 0.295, -0.147, -0.627, 0.266, 0.717, -0.796, 0.934, -0.501, -0.807, -0.358, 0.353, 0.289, 0.236, 0.335], "homo_ev": [-5.8940, -5.8964], "homo_lumo_gap_ev": [1.520, 1.582], "e_tot_ev": -33848.5415, "s2": 6.004, "total_charge": 0, "multiplicity": 5, "fmax_ha_per_bohr": 0.0771}

---

No. 2
{"formula": "C4H6O", "method": "wB97M-V/def2-TZVPD", "symbols": ["C", "C", "H", "C", "H", "H", "H", "H", "O", "C", "H"], "coordinates": [[-0.331, 0.883, -0.487], [1.018, 0.772, 0.013], [-2.072, -0.300, -0.081], [1.893, 0.131, 0.529], [-0.845, 1.671, 0.059], [-0.302, 1.154, -1.537], [0.261, -1.549, 0.906], [2.835, -0.068, 0.931], [-0.590, -1.079, 0.986], [-1.015, -0.433, -0.281], [-0.857, -1.189, -1.039]], "mulliken_charge": [-0.169, -0.106, 0.246, -0.478, 0.236, 0.284, 0.291, 0.416, -0.527, -0.483, 0.291], "homo_ev": -9.9406, "homo_lumo_gap_ev": 10.923, "e_tot_ev": -6289.9129, "e_above_lowest_ev": 2.005, "total_charge": 0, "smiles": "C#CCCO", "fmax_ha_per_bohr": 0.0641}

---

No. 3
{"formula": "C4H6O", "method": "wB97M-V/def2-TZVPD", "symbols": ["H", "H", "H", "C", "C", "H", "H", "O", "H", "C", "C"], "coordinates": [[0.045, -2.216, 0.504], [-0.361, 0.121, -1.435], [1.112, -1.901, -1.008], [0.922, -1.637, 0.051], [-0.598, 1.592, 0.039], [-1.180, 3.664, 0.775], [1.770, -1.923, 0.674], [0.768, -0.206, 0.316], [-1.279, -0.399, 0.064], [-0.780, 2.733, 0.357], [-0.419, 0.174, -0.336]], "mulliken_charge": [0.277, 0.286, 0.264, -0.667, -0.593, 0.395, 0.260, -0.307, 0.257, 0.104, -0.276], "homo_ev": -10.0146, "homo_lumo_gap_ev": 11.026, "e_tot_ev": -6289.7181, "e_above_lowest_ev": 2.200, "total_charge": 0, "smiles": "C#CCOC", "fmax_ha_per_bohr": 0.0538}

---

No. 4
{"formula": "C4H6O", "method": "wB97M-V/def2-TZVPD", "symbols": ["H", "O", "C", "H", "C", "H", "C", "H", "H", "H", "C"], "coordinates": [[0.441, -0.114, -2.267], [0.341, 0.688, 2.069], [-0.690, 0.421, 1.003], [-1.282, -0.409, 1.331], [1.365, -0.017, 0.634], [2.378, -0.087, 0.726], [-0.155, -0.320, -1.432], [-0.144, -1.465, -1.389], [-1.371, 1.258, 0.856], [-1.184, 0.033, -1.442], [0.301, 0.011, -0.090]], "mulliken_charge": [0.390, -0.507, -0.379, 0.242, -0.379, 0.447, -1.147, 0.255, 0.327, 0.299, 0.453], "homo_ev": -9.3300, "homo_lumo_gap_ev": 9.971, "e_tot_ev": -6288.3052, "e_above_lowest_ev": 3.613, "total_charge": 0, "fmax_ha_per_bohr": 0.1027}

---

No. 5
{"formula": "C4H6O", "method": "wB97M-V/def2-TZVPD", "symbols": ["H", "O", "C", "C", "C", "H", "C", "H", "H", "H", "H"], "coordinates": [[-1.164, -1.116, 0.947], [1.363, -0.044, -0.938], [0.804, 0.757, 0.106], [0.834, -0.716, 0.193], [-0.683, -0.788, 0.021], [-1.326, 1.255, 0.616], [-0.706, 0.760, -0.136], [1.421, 1.577, 0.461], [-0.953, 1.143, -1.129], [1.468, -1.448, 0.691], [-1.048, -1.377, -0.824]], "mulliken_charge": [0.254, -0.420, -0.177, -0.191, -0.507, 0.273, -0.579, 0.421, 0.252, 0.411, 0.263], "homo_ev": -9.8012, "homo_lumo_gap_ev": 11.039, "e_tot_ev": -6290.4932, "e_above_lowest_ev": 1.425, "total_charge": 0, "smiles": "C1C[C@H]2O[C@@H]12", "fmax_ha_per_bohr": 0.0082}

---

No. 6
{"formula": "C4H6O", "method": "wB97M-V/def2-TZVPD", "symbols": ["H", "H", "H", "H", "C", "H", "C", "C", "H", "C", "O"], "coordinates": [[0.757, -1.065, -1.135], [-1.337, 1.742, 0.252], [-0.508, -1.161, -0.759], [-0.328, 1.132, -1.130], [-0.716, 0.925, -0.132], [0.500, 0.312, 1.774], [-0.940, -0.537, 0.133], [0.259, 0.120, 0.720], [-1.790, -1.026, 0.612], [1.482, -0.356, -0.201], [2.654, -0.175, -0.039]], "mulliken_charge": [0.140, 0.255, 0.000, 0.218, -0.547, 0.390, -0.356, -0.094, 0.309, 0.126, -0.440], "homo_ev": -9.7314, "homo_lumo_gap_ev": 10.805, "e_tot_ev": -6289.9004, "e_above_lowest_ev": 2.018, "total_charge": 0, "fmax_ha_per_bohr": 0.0747}

---

| no. | molecular weight (g mol⁻¹) |
| --- | --- |
| 1 | 310.33 |
| 2 | 70.09 |
| 3 | 70.09 |
| 4 | 70.09 |
| 5 | 70.09 |
| 6 | 70.09 |